No. 1
DFT (ωB97M-V/def2-TZVPD) results for a gas-phase ion, C4H9O4P (charge -2) at a distorted geometry.

Structure (XYZ):
```
18
C4H9O4P (ωB97M-V/def2-TZVPD)
C 0.162 1.098 1.460
C 0.537 1.304 -0.947
C 0.932 -1.874 -0.544
C 0.230 0.322 0.154
O -1.892 -1.545 -0.952
O -2.548 0.789 -0.116
O -1.795 -0.996 1.589
O 1.389 -0.827 0.256
P -1.710 -0.438 0.145
H 0.310 0.456 2.272
H 0.861 1.934 1.521
H -0.833 1.422 1.406
H -0.178 2.121 -0.893
H 0.553 0.900 -1.984
H 1.528 1.768 -0.872
H 1.119 -1.778 -1.718
H -0.146 -1.880 -0.461
H 1.481 -2.776 -0.316
```

Summary:
- Energy above the lowest of the compared OMol25 structures with the same formula, charge and spin: 0.2505 eV
- HOMO-LUMO gap: 0.225 Ha
- Total charge: -2
- SMILES: COC(C)(C)P(=O)([O-])[O-]
- Electronic energy: -800.1148 a.u.
- M: 152.1 g/mol

These are the natural (NBO) partial charges, in e, on atoms 1 to 2: atom 1 (C): -0.670, atom 2 (C): -0.654

=====

No. 2
DFT (ωB97M-V/def2-TZVPD) results for a molecular structure, C42H37As2MnN7SSe2.

Structure (XYZ):
```
92
C42H37As2MnN7SSe2 (ωB97M-V/def2-TZVPD)
Mn 0.598 -2.026 -0.825
Se 7.563 -1.751 1.601
N 6.861 -1.950 -0.018
C 5.582 -2.170 0.145
C 4.656 -2.401 -0.955
C 5.054 -2.514 -2.290
C 4.102 -2.773 -3.259
C 2.765 -2.857 -2.886
N 2.372 -2.749 -1.622
C 3.306 -2.570 -0.664
C 2.822 -2.565 0.720
N 1.484 -2.701 0.891
C 0.999 -2.784 2.126
C 1.824 -2.721 3.249
C 3.176 -2.515 3.080
C 3.700 -2.422 1.784
C 5.110 -2.193 1.502
N 6.011 -1.993 2.428
H 6.101 -2.411 -2.541
H 4.381 -2.898 -4.296
H 1.986 -3.011 -3.622
H -0.075 -2.869 2.217
H 1.387 -2.799 4.234
H 3.843 -2.422 3.927
C -2.235 1.203 2.022
C -2.231 1.417 0.515
As -2.817 -0.077 -0.568
C -4.674 -0.305 -0.171
C -5.529 0.753 -0.475
C -6.876 0.649 -0.171
C -7.363 -0.505 0.433
C -6.507 -1.554 0.732
C -5.155 -1.460 0.432
C -2.742 0.586 -2.368
C -1.768 1.510 -2.740
C -1.784 2.042 -4.020
C -2.757 1.643 -4.929
C -3.717 0.711 -4.561
C -3.714 0.182 -3.276
As -0.622 0.271 2.699
C 0.681 1.507 1.944
C 1.715 0.970 1.186
C 2.655 1.791 0.575
C 2.556 3.167 0.711
C 1.523 3.717 1.460
C 0.592 2.891 2.075
C -0.720 0.936 4.526
C 0.391 1.491 5.155
C 0.315 1.892 6.483
C -0.867 1.737 7.190
C -1.973 1.171 6.572
C -1.898 0.763 5.249
H -3.123 0.662 2.352
H -2.263 2.180 2.509
H -1.256 1.748 0.153
H -2.955 2.191 0.236
H -5.157 1.650 -0.957
H -7.545 1.465 -0.405
H -8.415 -0.584 0.669
H -6.890 -2.450 1.202
H -4.490 -2.280 0.668
H -1.004 1.831 -2.043
H -1.045 2.781 -4.304
H -2.774 2.070 -5.923
H -4.483 0.412 -5.263
H -4.484 -0.521 -2.980
H 1.805 -0.104 1.096
H 3.465 1.358 0.001
H 3.284 3.815 0.239
H 1.448 4.791 1.570
H -0.198 3.329 2.672
H 1.319 1.615 4.614
H 1.182 2.325 6.964
H -0.926 2.052 8.223
H -2.895 1.041 7.124
H -2.767 0.308 4.788
Se -1.791 -2.094 -0.150
C 3.509 1.664 -2.992
C 2.701 1.210 -4.200
C 1.603 0.264 -3.834
N 1.340 -0.144 -2.645
N 0.305 -1.050 -2.600
C -0.235 -1.302 -3.766
N -1.239 -2.172 -3.932
S 0.531 -0.418 -5.041
H 4.306 2.333 -3.311
H 3.957 0.811 -2.482
H 2.878 2.190 -2.276
H 3.346 0.716 -4.932
H 2.267 2.068 -4.719
H -1.721 -2.500 -3.106
H -1.681 -2.294 -4.826
```

Summary:
- Energy above the lowest of the compared OMol25 structures with the same formula, charge and spin: 0.0000 eV
- HOMO-LUMO gap (spin up / spin down): 0.252 / 0.247 Ha
- Total charge: +2
- Electronic energy: -12829.1609 a.u.
- M: 1034.6 g/mol
- Spin multiplicity: 4

These are the Löwdin partial charges, in e, on atoms 1 to 2: atom 1 (Mn): 0.523, atom 2 (Se): 1.213

=====

No. 3
DFT (ωB97M-V/def2-TZVPD) results for a single C5H10O2 molecule.

Structure (XYZ):
```
17
C5H10O2 (ωB97M-V/def2-TZVPD)
C -1.832 -0.158 -1.083
C -0.525 -0.489 -0.397
O 0.552 0.033 -1.169
C 1.714 -0.171 -0.378
C 1.266 0.011 1.090
C -0.267 0.142 0.980
O -0.692 1.490 1.021
H -1.827 -0.566 -2.098
H -1.976 0.924 -1.143
H -2.677 -0.587 -0.536
H -0.411 -1.585 -0.308
H 2.475 0.541 -0.708
H 2.095 -1.190 -0.547
H 1.556 -0.848 1.703
H 1.677 0.912 1.556
H -0.791 -0.366 1.793
H -0.339 1.908 0.222
```

Summary:
- Energy above the lowest of the compared OMol25 structures with the same formula, charge and spin: 1.2367 eV
- HOMO-LUMO gap: 0.396 Ha
- SMILES: C[C@H]1OCC[C@H]1O
- Electronic energy: -346.9800 a.u.
- M: 102.1 g/mol

These are the natural (NBO) partial charges, in e, on atoms 1 to 2: atom 1 (C): -0.621, atom 2 (C): 0.066

=====

No. 4
DFT (ωB97M-V/def2-TZVPD) results for 4 unconnected molecules or ions with the total composition C17H35ClN2O11S3 at a distorted geometry.

Structure (XYZ):
```
69
C17H35ClN2O11S3 (ωB97M-V/def2-TZVPD)
C 0.529 -4.908 5.198
C -0.095 -3.843 4.161
C -0.793 -4.497 2.876
C 0.030 -4.687 1.519
C 1.427 -5.462 1.664
C 2.649 -4.515 1.172
Cl 3.063 -3.218 2.440
O -1.625 -5.628 3.302
S -3.256 -5.263 3.542
O -3.786 -5.348 4.943
O -4.244 -5.906 2.624
O -3.116 -3.616 3.178
C -1.904 -3.378 2.411
S -1.432 -1.598 2.518
C -0.628 -1.022 0.910
C -1.402 0.358 0.545
O -2.547 0.232 0.072
O -0.738 1.562 0.841
C -0.898 2.561 -0.203
C 0.309 2.628 -1.259
C 1.390 3.751 -0.869
O -0.284 2.802 -2.576
C -0.177 4.142 -3.042
O -0.829 5.111 -2.597
C 0.865 4.383 -4.264
S 2.054 2.978 -4.474
H -0.323 -5.234 5.907
H 0.955 -5.844 4.712
H 1.289 -4.380 5.888
H 0.678 -3.064 3.837
H -0.924 -3.288 4.748
H 0.228 -3.683 0.999
H -0.652 -5.274 0.796
H 1.407 -6.341 0.921
H 1.678 -5.818 2.714
H 2.347 -3.934 0.233
H 3.579 -5.170 0.985
H -2.133 -3.743 1.336
H -0.785 -1.815 0.094
H 0.469 -0.857 1.170
H -1.871 2.500 -0.790
H -0.918 3.585 0.332
H 0.850 1.620 -1.267
H 2.172 3.948 -1.672
H 0.891 4.749 -0.595
H 1.976 3.382 0.058
H 1.362 5.412 -4.210
H 0.217 4.402 -5.219
H 2.805 2.757 -3.332
O -3.404 -0.848 5.056
H -3.304 -1.707 4.567
H -2.948 -0.875 5.930
H -4.353 -0.595 5.152
C 1.766 8.952 -1.070
C 1.151 7.538 -0.990
O 2.029 6.680 -1.518
H 1.965 9.250 -2.105
H 1.070 9.689 -0.644
H 2.701 9.021 -0.505
H 0.156 7.630 -1.472
H 0.868 7.408 0.077
C 0.178 -0.676 -6.389
O -0.125 -1.190 -5.321
N -0.035 -1.291 -7.582
N 0.750 0.549 -6.477
H 0.206 -0.888 -8.469
H -0.458 -2.203 -7.558
H 0.925 1.039 -5.611
H 1.005 0.986 -7.343
```

Summary:
- HOMO-LUMO gap: 0.028 Ha
- Electronic energy: -3260.2584 a.u.
- M: 575.1 g/mol

These are the natural (NBO) partial charges, in e, on atoms 1 to 2: atom 1 (C): -0.631, atom 2 (C): -0.445

=====

No. 5
DFT (ωB97M-V/def2-TZVPD) results for 2 unconnected molecules or ions with the total composition C35H53O2Si4 at a distorted geometry.

Structure (XYZ):
```
94
C35H53O2Si4 (ωB97M-V/def2-TZVPD)
C 0.122 0.338 0.527
Si -0.440 2.006 1.123
C -1.847 2.969 0.352
C -0.986 1.559 2.906
Si 1.448 2.678 -0.267
Si 3.366 1.337 0.001
C 3.262 -0.084 -1.230
C 4.853 2.424 -0.325
C 3.453 0.682 1.767
Si 1.187 3.250 -2.512
C 0.993 1.745 -3.618
C -0.323 4.361 -2.606
C 2.758 4.197 -2.922
O 1.815 4.311 0.288
C 2.086 4.436 1.617
C 1.742 3.506 2.564
C 2.424 3.572 3.901
C 3.537 4.628 4.080
C 4.061 5.261 2.792
C 2.898 5.667 1.906
H -0.685 -0.284 0.940
H 0.116 0.273 -0.565
H 1.065 -0.087 0.894
H -2.786 2.594 0.781
H -1.755 4.035 0.602
H -1.892 2.868 -0.736
H -1.801 0.827 2.828
H -0.171 1.099 3.479
H -1.349 2.430 3.468
H 4.240 -0.589 -1.232
H 2.503 -0.825 -0.950
H 3.056 0.257 -2.250
H 5.737 1.920 0.094
H 5.009 2.572 -1.401
H 4.761 3.408 0.154
H 4.415 0.160 1.875
H 3.419 1.494 2.504
H 2.654 -0.027 2.013
H 0.762 2.110 -4.630
H 1.907 1.143 -3.676
H 0.165 1.104 -3.290
H -0.311 4.883 -3.573
H -1.258 3.792 -2.536
H -0.314 5.118 -1.811
H 2.678 4.557 -3.959
H 2.883 5.072 -2.269
H 3.659 3.577 -2.844
H 0.868 2.824 2.529
H 1.660 3.797 4.662
H 2.823 2.584 4.182
H 3.143 5.439 4.706
H 4.373 4.196 4.642
H 4.672 6.139 3.028
H 4.726 4.560 2.265
H 3.239 6.156 0.983
H 2.260 6.379 2.452
C -7.813 -1.271 0.855
C -6.336 -1.102 0.701
C -5.816 -0.182 -0.220
C -4.449 -0.106 -0.452
C -3.558 -1.014 0.186
C -2.203 -1.124 -0.267
C -1.580 -2.410 -0.456
C -2.287 -3.648 -0.373
C -1.665 -4.887 -0.542
C -0.275 -4.918 -0.741
O 0.471 -6.061 -0.957
C -0.054 -7.253 -1.488
C 0.607 -7.754 -2.614
C 0.120 -8.901 -3.230
C -0.977 -9.581 -2.691
C -1.558 -9.127 -1.501
C -1.082 -7.970 -0.871
C 0.454 -3.718 -0.820
C -0.206 -2.511 -0.830
C -4.084 -1.807 1.245
C -5.450 -1.865 1.469
H -8.028 -2.253 1.284
H -8.244 -0.509 1.514
H -8.305 -1.197 -0.119
H -6.498 0.469 -0.764
H -4.044 0.592 -1.183
H -1.841 -0.293 -0.875
H -3.360 -3.645 -0.199
H -2.249 -5.803 -0.505
H 1.470 -7.209 -3.003
H 0.608 -9.260 -4.141
H -1.369 -10.469 -3.185
H -2.392 -9.669 -1.053
H -1.503 -7.620 0.075
H 1.536 -3.777 -0.928
H 0.350 -1.617 -1.109
H -3.405 -2.407 1.855
H -5.866 -2.524 2.233
```

Summary:
- Energy above the lowest of the compared OMol25 structures with the same formula, charge and spin: 2.4137 eV
- HOMO-LUMO gap: 0.148 Ha
- Total charge: +1
- Electronic energy: -2673.6636 a.u.
- M: 618.2 g/mol

These are the Löwdin partial charges, in e, on atoms 1 to 2: atom 1 (C): -0.302, atom 2 (Si): 0.471

=====

No. 6
DFT (ωB97M-V/def2-TZVPD) results for a molecular structure, C4H6N4 at a distorted geometry.

Structure (XYZ):
```
14
C4H6N4 (ωB97M-V/def2-TZVPD)
C 1.744 -0.156 0.009
C -0.405 -0.528 -0.628
C -1.700 -0.836 -0.106
C -1.459 0.540 0.586
H 3.546 0.325 0.225
H -1.597 -1.879 0.393
H -2.572 -0.881 -0.732
H -0.719 0.150 1.630
H -2.274 1.202 0.640
H 1.206 1.682 -1.259
N 2.961 -0.448 0.166
N 0.729 -1.139 -0.220
N -0.372 0.807 -0.581
N 0.912 1.159 -0.124
```

Summary:
- Energy above the lowest of the compared OMol25 structures with the same formula, charge and spin: 5.7183 eV
- HOMO-LUMO gap: 0.353 Ha
- Electronic energy: -374.8512 a.u.
- M: 110.1 g/mol

These are the natural (NBO) partial charges, in e, on atoms 1 to 2: atom 1 (C): 0.522, atom 2 (C): 0.421

=====

Question: Which of these has the highest M?
Answer: C42H37As2MnN7SSe2

=====

Question: electronic energy of number 5 (C35H53O2Si4)?
Answer: -2673.6636 a.u.